Entry from OMol25: a molecular structure, C21H18BrCl3IrNO2 (the ωB97M-V functional and the def2-TZVPD basis).

Multiplicity: 1
Lowest unoccupied orbital energy in eV: -1.738
Electronic energy in eV: -138100.8683
F_max in hartree/bohr: 0.00953
E_HOMO in eV: -8.39
Energy relative to the best compared isomer or geometry (same formula, charge and spin) in kcal per mole: 51.89
Charge: 0

The geometry in XYZ format:
```
47
Properties=species:S:1:pos:R:3:forces:R:3:mulliken_charge:R:1
Ir 0.1517 -0.1065 0.0046 -0.25 -0.12 -0.41 1.541
Br -1.2571 -0.0517 1.8886 -0.09 0.09 0.12 -0.115
C -0.1356 -1.0760 3.0602 0.00 -0.03 0.09 1.037
C -0.5281 -1.3880 4.3205 0.12 -0.10 0.09 -0.641
C 0.3754 -2.1477 5.1078 -0.07 0.09 -0.15 -0.539
C 1.5858 -2.5314 4.6018 -0.01 0.02 -0.04 -0.917
C 1.9800 -2.1852 3.2831 0.16 -0.12 0.12 0.718
C 3.2334 -2.5506 2.7275 -0.06 0.02 0.03 -0.855
C 3.5504 -2.1815 1.4527 -0.16 0.09 -0.08 -0.897
C 2.6407 -1.4301 0.6609 0.12 -0.09 0.11 -0.587
C 1.4302 -1.0513 1.1629 0.17 -0.06 0.14 -0.398
C 1.0897 -1.4400 2.4874 -0.12 0.12 -0.16 0.504
H -1.4857 -1.0790 4.7158 0.00 0.00 0.01 0.410
H 0.0916 -2.4169 6.1156 0.00 -0.01 0.01 0.395
H 2.2700 -3.1106 5.2092 -0.01 0.00 0.01 0.393
H 3.9258 -3.1264 3.3282 0.01 0.00 -0.01 0.381
H 4.5047 -2.4643 1.0285 0.01 0.00 -0.01 0.408
H 2.9242 -1.1612 -0.3523 0.02 0.00 0.01 0.376
Cl -1.1674 -0.0272 -2.3168 0.04 0.02 0.07 -0.306
C -2.1202 -1.5686 -2.1341 0.02 0.07 -0.07 0.419
Cl -2.3021 -2.2495 -3.7368 -0.03 0.02 0.03 -0.113
Cl -3.6861 -1.1266 -1.4467 0.00 0.01 0.03 -0.118
C -1.4211 -2.5841 -1.1532 0.07 -0.05 0.11 0.405
O -1.8363 -3.7162 -1.2101 -0.01 0.03 -0.05 -0.602
O -0.5281 -2.1019 -0.3874 0.02 -0.10 -0.04 -0.555
C -2.0695 2.9817 -0.3272 -0.06 -0.03 0.14 -0.525
N -1.2769 3.6342 -1.3435 -0.14 -0.06 -0.22 0.158
C -1.2290 5.0635 -1.1336 0.01 0.13 0.06 -0.984
C 0.0230 3.0178 -1.5833 0.13 -0.03 0.11 -1.542
C 0.8938 2.8801 -0.3524 0.05 0.03 0.02 1.173
C 1.6038 4.0281 0.0119 0.00 -0.02 -0.04 -0.510
C 2.3271 4.1061 1.1857 0.03 0.01 0.02 -0.698
C 2.3377 3.0076 2.0287 -0.01 -0.02 0.02 -1.051
C 1.6615 1.8550 1.6657 -0.01 0.02 -0.01 -0.290
C 0.9440 1.7261 0.4600 0.08 0.10 0.05 0.291
H -3.0849 3.3815 -0.3494 0.01 0.01 0.00 0.443
H -1.6708 3.1189 0.6924 0.01 0.00 -0.02 0.279
H -2.1339 1.9112 -0.5264 -0.01 -0.02 -0.03 -0.105
H -2.2414 5.4682 -1.1892 0.00 -0.01 0.01 0.330
H -0.6338 5.5338 -1.9176 -0.01 0.00 -0.01 0.326
H -0.8047 5.3542 -0.1593 0.00 -0.02 -0.01 0.345
H 0.5378 3.6295 -2.3268 0.00 0.00 0.00 0.623
H -0.1375 2.0502 -2.0484 -0.01 -0.02 -0.03 -0.054
H 1.5779 4.8838 -0.6538 0.01 -0.01 0.00 0.390
H 2.8679 5.0083 1.4408 0.00 0.00 0.00 0.390
H 2.8803 3.0375 2.9656 0.00 0.00 0.00 0.415
H 1.7171 1.0210 2.3513 -0.01 0.01 0.01 0.254
```
Forces are in eV/Å.